# C25H21AsF6N3O7S2V

C25H21AsF6N3O7S2V as an isolated structure in a non-equilibrium geometry (ωB97M-V with the def2-TZVPD basis set, the OMol25 dataset).

Summary:
HOMO-LUMO gap (alpha / beta) in eV: 6.10 / 5.19
Spin multiplicity: 2
<S²>: 0.77
Net charge: +1

```
66
Properties=species:S:1:pos:R:3:forces:R:3:nbo_charge:R:1
C -1.97247 -4.83825 -0.39950 -0.1 0.0 0.0 -0.206
F 0.69715 -0.23283 1.55622 0.1 0.1 -0.2 -0.572
F 0.50308 -2.46940 2.57189 0.2 0.1 0.0 -0.611
C -3.66394 -0.94594 0.28600 -0.1 0.0 0.0 -0.695
H -2.47298 1.48291 2.97330 0.0 0.0 0.0 0.211
As 1.78517 -1.32642 2.80572 -0.2 0.0 -0.2 2.844
C 0.23244 -3.91473 -0.69474 -0.2 0.1 0.0 -0.211
H -4.47039 3.93781 0.99294 0.0 0.0 0.0 0.259
H -4.05595 2.40706 0.23809 0.0 0.0 0.0 0.250
C -4.03660 0.82332 4.26255 0.0 0.0 0.0 -0.189
O 0.44454 0.58872 -2.01304 0.1 -0.2 0.1 -0.549
O 3.01780 -0.86518 -1.93793 0.1 0.0 0.1 -0.557
H -3.55857 -3.49464 -0.03424 0.0 0.0 0.0 0.229
C -0.31988 -2.65622 -0.52523 0.0 -0.2 0.2 0.339
C 5.54498 0.46677 -2.26655 0.0 0.1 0.0 -0.148
H 1.56677 -0.71392 -4.12730 0.0 0.0 0.0 0.275
C -5.73850 2.34831 2.69329 0.0 0.0 0.0 -0.235
H 1.29660 -4.00677 -0.85748 0.0 0.0 0.0 0.261
H 0.14718 -0.36748 -5.15516 0.0 0.0 0.0 0.257
F 2.87315 -0.00358 2.75985 -0.1 -0.2 0.0 -0.591
C 6.55019 2.67084 -2.38142 0.0 -0.1 0.0 -0.171
O -1.18422 -0.64692 -2.91663 0.1 0.0 -0.1 -0.533
C 0.72085 -0.04276 -4.29209 -0.1 0.0 0.0 -0.730
C 5.43431 3.21475 -1.76370 0.0 0.0 0.0 -0.206
H -2.62358 -5.69942 -0.35695 0.0 0.0 0.0 0.243
H -5.77634 0.34215 5.41845 0.0 0.0 0.0 0.228
O 0.51674 -1.61798 -0.60380 0.2 -0.3 -0.4 -0.417
C -6.23852 1.64636 3.77771 0.0 0.0 0.0 -0.188
N -2.07250 1.05633 0.34436 -0.1 -0.1 -0.1 -0.215
S -2.18685 3.53653 1.15905 0.0 0.1 -0.1 0.513
F 0.84913 -0.53437 3.99932 0.1 -0.1 -0.1 -0.589
H -6.40608 2.95172 2.08980 0.0 0.0 0.0 0.218
C 4.38150 2.39666 -1.38686 0.0 0.0 0.1 -0.128
C -0.60835 -5.01033 -0.62622 0.0 0.0 0.0 -0.099
C -2.21667 -1.11567 -0.02350 0.0 -0.1 0.0 0.442
H 5.39231 4.27711 -1.56946 0.0 0.0 0.0 0.236
C -1.34651 2.17321 0.56197 -0.1 0.0 0.1 -0.158
H -4.04111 -0.00960 -0.10974 0.0 0.0 0.0 0.263
O 8.62854 1.49038 -3.64735 0.0 0.0 0.0 -0.354
C 4.43465 1.03068 -1.64750 0.1 -0.1 0.1 -0.196
S 0.30937 2.27430 0.34742 0.2 -0.1 -0.1 0.265
C -2.50101 -3.57900 -0.22181 0.0 0.0 0.0 -0.115
O 7.80977 -0.48544 -3.37445 0.0 0.0 0.0 -0.359
C -5.38822 0.87964 4.56405 0.0 0.0 0.0 -0.201
N 7.77519 0.72090 -3.26538 0.0 0.0 0.0 0.518
C -0.14093 -0.09423 -3.07707 -0.1 -0.2 0.0 0.817
H 3.51898 2.81633 -0.88729 0.0 0.0 0.0 0.227
H 1.11824 0.95926 -4.43852 0.0 0.0 0.0 0.254
C -1.68691 -2.42674 -0.26681 0.1 -0.1 0.0 -0.116
C 6.58382 1.30571 -2.61253 -0.1 0.0 0.0 0.088
H -0.20025 -6.00485 -0.74442 0.0 0.0 0.0 0.244
C -3.53571 1.52155 3.17240 0.0 0.1 -0.1 -0.258
C 3.29561 0.13994 -1.33645 0.0 0.0 -0.3 0.792
H -4.26066 -1.76211 -0.09871 0.0 0.0 0.0 0.241
H -7.29194 1.70627 4.01514 0.0 0.0 0.0 0.228
C -4.38424 2.28330 2.37427 0.0 -0.1 0.0 0.031
F 2.49023 -1.91313 1.33373 0.0 0.0 0.2 -0.611
O 2.48337 0.59093 -0.33473 -0.4 -0.2 0.2 -0.562
H 7.38926 3.28032 -2.68290 0.0 0.0 0.0 0.263
H -3.78487 -0.89848 1.37420 0.0 0.0 0.0 0.282
H 5.60211 -0.59212 -2.46994 0.0 0.0 0.0 0.270
V 0.77974 0.02490 -0.38936 -0.2 1.3 0.5 1.346
N -1.41509 -0.03110 0.00193 0.2 0.1 0.1 -0.247
H -3.36307 0.24759 4.88325 0.0 0.0 0.0 0.229
F 2.68833 -2.30113 3.84457 0.0 0.1 -0.1 -0.579
C -3.91819 3.00815 1.13531 0.0 0.0 0.0 -0.568
```
Forces are in eV/Å.


# C25H21BrHfIN5S

C25H21BrHfIN5S as an isolated structure (ωB97M-V with the def2-TZVPD basis set, the OMol25 dataset).

Summary:
HOMO-LUMO gap in eV: 6.83
Energy relative to the best compared isomer or geometry (same formula, charge and spin) in kcal/mol: 0.0
Net charge: +2

```
55
Properties=species:S:1:pos:R:3:forces:R:3:nbo_charge:R:1
S -2.72002 1.09374 -0.04231 0.8 -0.2 0.3 -0.218
H -5.60769 -2.91734 0.35405 0.0 0.0 0.0 0.244
C -2.03993 -2.03596 1.44288 0.0 0.0 0.0 0.081
Hf -0.37690 0.24362 0.50461 -0.2 -0.5 0.7 1.916
I 2.83031 0.70007 -0.10852 -0.2 0.0 0.2 0.381
Br 0.22675 2.35544 -1.72049 -0.2 -0.1 0.2 0.226
H 1.04194 2.91052 -4.43535 0.0 0.0 0.0 0.250
N -0.68862 -1.66316 1.85485 -0.1 0.3 -0.4 -0.899
H 5.02652 1.34195 -4.69377 0.0 0.0 0.0 0.249
C 0.15077 2.69440 2.43072 0.3 -0.1 0.3 0.123
H 3.10320 2.50119 -5.73648 0.0 0.0 0.0 0.249
H 1.87398 3.05400 4.46610 0.0 -0.1 0.0 0.257
N -3.22830 3.66908 -0.34018 -0.1 -0.1 0.0 -0.746
H 3.46315 -0.94001 4.34469 0.0 0.0 0.0 0.262
C -2.26206 -2.34774 0.10501 0.0 0.0 -0.1 -0.088
C 4.12505 1.52478 -4.12395 0.1 0.0 0.0 -0.172
C 4.05734 1.09990 -2.80356 0.0 0.1 -0.1 -0.209
C -3.05578 -2.04771 2.38740 0.0 0.1 0.1 -0.218
H 0.07681 3.70123 2.83062 0.0 0.0 0.0 0.240
C -4.60209 -2.66779 0.66730 0.0 0.0 0.0 -0.188
C 1.88607 2.40760 -3.98302 0.1 0.0 -0.1 -0.249
H -3.78010 -2.89901 -1.29741 0.0 0.0 0.0 0.232
C -0.20818 -3.48810 -2.82631 0.0 0.0 0.0 -0.154
H -1.77357 -4.30515 -1.61182 0.0 0.0 0.0 0.232
H 3.45059 1.33980 5.37556 0.0 0.0 0.0 0.259
C -1.10718 -3.46471 -1.77148 0.0 -0.1 0.0 -0.198
H -0.03611 -2.40313 1.59490 0.0 0.0 0.0 0.429
H -0.66328 -1.56695 2.86652 0.1 0.1 0.0 0.422
C 2.79525 -0.16648 3.99214 0.0 -0.1 0.0 -0.225
C -3.57389 -2.66342 -0.26002 -0.1 0.0 0.0 -0.120
H 1.30952 -2.39566 -3.88490 0.0 0.0 0.0 0.232
C 2.90081 1.34340 -2.08100 0.1 0.0 0.0 -0.258
C -4.34369 -2.35895 1.99977 -0.1 0.0 -0.1 -0.169
H -3.11947 4.65542 -0.16211 0.0 0.0 0.0 0.429
C 2.78440 1.09735 4.55763 0.0 0.1 0.1 -0.096
C 1.07821 1.71444 3.00980 -0.2 0.2 -0.1 0.145
C -0.28992 -1.26882 -1.07647 0.1 -0.1 -0.4 -0.671
H -4.03341 3.34592 -0.84786 0.0 0.0 0.0 0.426
C 0.62550 -2.40066 -3.04512 0.0 -0.1 0.0 -0.227
N -0.58803 2.34513 1.45056 -0.2 0.5 -0.3 -0.402
C -1.17028 -2.36951 -0.91608 -0.1 0.2 0.0 -0.064
N -1.41725 3.32021 0.96089 0.0 -0.5 0.0 -0.402
H 1.91957 -1.40547 2.47629 0.0 0.0 0.0 0.216
H -5.13893 -2.37030 2.73335 0.0 0.0 0.0 0.244
C 1.91003 2.05261 4.05577 0.2 0.1 0.2 -0.188
H 4.89574 0.58949 -2.34908 0.0 0.0 0.0 0.245
C 3.04789 2.17295 -4.70715 -0.1 0.0 -0.1 -0.161
H 1.24130 -0.49470 -2.39016 0.0 0.0 0.0 0.180
N 1.07498 0.48173 2.46534 -0.2 0.1 -0.3 -0.580
C 0.57917 -1.32130 -2.18071 -0.1 -0.1 0.1 -0.102
C -2.39034 2.81170 0.24311 -0.2 0.3 -0.1 0.327
H -0.17138 -4.34727 -3.48307 0.0 0.0 0.0 0.238
C 1.92546 -0.43031 2.94958 0.0 0.0 0.0 0.061
H -2.83945 -1.81857 3.42635 0.0 0.0 0.0 0.224
C 1.82550 1.99053 -2.66744 0.0 0.0 0.0 -0.015
```
Forces are in eV/Å.


# C25H21BrN8O4Ti

C25H21BrN8O4Ti as an isolated structure (ωB97M-V with the def2-TZVPD basis set, the OMol25 dataset).

Summary:
HOMO-LUMO gap (alpha / beta) in eV: 6.14 / 5.83
Spin multiplicity: 3
<S²>: 2.01
Energy relative to the best compared isomer or geometry (same formula, charge and spin) in kcal/mol: 0.0
Net charge: +2

```
60
Properties=species:S:1:pos:R:3:forces:R:3:nbo_charge:R:1
N -4.30430 0.41773 -2.76050 0.0 0.1 0.1 -0.739
H 1.56654 1.59602 1.53088 0.0 0.0 0.0 0.228
H -6.44651 -1.44268 -2.38339 0.0 0.0 0.0 0.222
N 0.35792 0.94420 -1.48090 0.0 -0.1 0.0 -0.515
C -1.32694 1.88728 -0.12456 -0.1 0.0 -0.1 0.290
H 0.99436 -2.95344 4.69079 0.0 0.0 0.0 0.258
C -2.54788 2.48719 0.02421 0.1 0.0 0.0 -0.246
H 1.82528 0.05643 -2.63637 0.0 0.0 0.0 0.219
N -0.87503 0.95981 0.74716 -0.1 0.2 0.2 -0.618
C -0.59384 -1.49537 4.77888 0.0 0.0 0.0 -0.099
Br 6.50434 1.10372 1.88305 -0.1 0.0 0.0 0.212
C -0.45637 3.07593 -2.18144 0.0 0.0 0.0 -0.211
C -1.28788 -0.53228 4.06064 0.1 0.0 0.0 -0.197
C -4.90161 2.13803 0.89256 0.1 -0.1 0.0 0.733
H 5.39731 -1.20646 0.36743 0.0 0.0 0.0 0.267
N -2.57938 -0.50941 -1.44791 0.0 0.0 0.1 -0.595
Ti 0.17950 -0.60791 0.00867 0.2 -0.5 -0.2 1.575
C 3.28805 -0.88435 0.26954 0.0 0.0 0.0 0.074
C 1.23839 1.95496 -3.45024 0.0 0.0 0.0 -0.228
N 2.22373 -0.12323 0.58101 -0.1 -0.1 -0.1 -0.539
H 1.52376 -2.43542 2.32552 0.0 0.0 0.0 0.218
N 0.06295 -0.98727 2.14935 0.0 0.0 0.0 -0.497
N -4.68019 -1.33252 -1.26047 0.0 0.0 0.0 -0.342
H -1.10370 3.92304 -2.00303 0.0 0.0 0.0 0.254
C 4.57530 -0.55965 0.63801 0.0 0.0 0.0 -0.261
N 0.75259 -1.97132 -1.24020 -0.2 0.1 0.0 0.026
C 1.18631 0.92375 -2.53432 0.0 0.0 0.0 0.094
H -3.44154 0.94750 2.91560 0.0 0.0 0.0 0.255
C -3.38876 2.02818 1.04980 0.0 0.1 0.1 0.091
C -0.45798 2.00585 -1.30734 0.0 0.0 -0.1 0.184
H -6.53947 -0.45141 -0.88235 0.0 0.0 0.0 0.262
H 3.09542 -1.78822 -0.29352 0.0 0.0 0.0 0.221
O -5.14800 1.07576 0.24642 0.0 0.0 0.0 -0.752
O 0.70866 -2.65652 -2.16889 0.1 0.0 0.1 -0.059
C -3.89804 -0.44257 -1.84254 0.0 0.0 0.0 0.689
C -0.93361 -0.30140 2.74423 0.0 0.0 0.1 0.192
C 2.43924 1.00514 1.28333 0.0 0.0 0.0 0.071
H 1.92081 1.89695 -4.28554 0.0 0.0 0.0 0.260
H -6.49868 -2.22674 -0.80832 0.0 0.0 0.0 0.237
C 0.72999 -1.91197 2.84447 0.0 0.0 0.0 0.086
H -0.84872 -1.69128 5.81161 0.0 0.0 0.0 0.256
H -4.26564 -1.80793 0.75330 0.0 0.0 0.0 0.261
C -3.90522 -2.02470 -0.25561 0.1 0.0 0.1 -0.297
H -3.64360 1.09390 -3.10050 0.0 0.0 0.0 0.420
O -5.56639 3.05667 1.30544 0.0 0.0 0.0 -0.596
C 0.43134 -2.19736 4.16336 0.0 0.0 0.0 -0.221
H 0.43084 3.87812 -3.96309 0.0 0.0 0.0 0.256
C -2.83669 1.22123 2.06193 0.1 0.0 -0.1 -0.222
H -3.88860 -3.10527 -0.41325 0.0 0.0 0.0 0.256
C 3.69256 1.40854 1.68278 0.0 0.0 0.0 -0.248
C 4.78596 0.61103 1.35774 0.0 0.0 0.0 -0.024
H -2.92657 3.18600 -0.70938 0.0 0.0 0.0 0.249
C -2.55411 -1.40612 -0.49236 -0.2 0.0 -0.3 0.658
H -5.28456 0.63139 -2.85424 0.0 0.0 0.0 0.435
O -1.50296 -1.72471 0.15955 0.3 0.3 0.0 -0.693
H 3.81626 2.32564 2.24040 0.0 0.0 0.0 0.265
C -1.58816 0.69321 1.87022 -0.2 0.0 0.1 0.197
C -6.13544 -1.35366 -1.34294 0.0 0.0 0.0 -0.437
C 0.40544 3.04922 -3.26849 0.0 0.0 0.0 -0.090
H -2.07997 0.04048 4.52111 0.0 0.0 0.0 0.253
```
Forces are in eV/Å.


Per-record electronic energy, eV: -169564.5867 -123989.6468 -139522.7303